Below is 5 unconnected molecules or ions with the total composition CH12NO4 in a non-equilibrium geometry, with properties calculated with the ωB97M-V functional and the def2-TZVPD basis.

The LUMO energy comes out at -4.9 eV. The calculation puts the largest force on an atom at 2.41 eV Å⁻¹. The HOMO-LUMO gap comes out at 9.0 eV. The calculated total energy comes out at -400.733214 hartree. The charge is +1. The energy above the lowest of the compared OMol25 structures with the same formula, charge and spin is 29.04 kcal per mole.

CARTESIAN COORDINATES (ANGSTROEM)
C1 1.789 -1.398 -0.051
N1 1.617 -2.202 0.923
H1 2.096 -1.745 -1.033
H2 1.226 -0.465 0.057
H3 1.116 -1.871 1.745
H4 1.993 -3.145 0.933
H5 -4.072 0.398 2.820
H6 -3.096 1.507 2.591
O1 -3.126 0.567 2.759
H7 -1.417 -0.614 1.849
H8 -1.924 -2.043 1.715
O2 -1.258 -1.452 1.374
H9 2.439 1.980 -1.682
H10 3.171 1.127 -2.495
O3 2.661 1.029 -1.673
H11 -1.770 2.456 -3.587
H12 -0.358 2.708 -3.863
O4 -0.987 2.777 -3.146

Here are the natural (NBO) charges for atoms 1 to 4, given in e: atom 1 (C): 0.171, atom 2 (N): -0.565, atom 3 (H): 0.242, atom 4 (H): 0.246

=====

Below is 5 unconnected molecules or ions with the total composition CH12NO5 in a non-equilibrium geometry, with properties calculated with the ωB97M-V functional and the def2-TZVPD basis.

The LUMO energy comes out at 3.9 eV. The calculation puts the largest force on an atom at 3.34 eV Å⁻¹. The HOMO-LUMO gap comes out at 8.9 eV. The calculated total energy comes out at -476.279877 hartree. The charge is -1. The energy above the lowest of the compared OMol25 structures with the same formula, charge and spin is 16.80 kcal per mole.

CARTESIAN COORDINATES (ANGSTROEM)
N1 -1.074 -1.349 -1.284
C1 -2.297 -0.981 -0.638
O1 -2.076 0.178 0.195
H1 -0.437 -1.854 -0.687
H2 -0.590 -0.659 -1.829
H3 -2.932 -0.526 -1.395
H4 -2.681 -1.784 -0.016
H5 -1.367 -0.122 0.856
H6 -0.547 -0.438 2.773
O2 -0.480 -0.893 1.928
H7 0.257 -0.109 1.087
H8 0.860 1.202 1.087
O3 0.935 0.493 0.436
H9 -0.172 2.916 -1.258
H10 1.062 2.258 -0.710
O4 0.665 3.134 -0.837
H11 3.429 -0.070 -0.506
H12 3.471 -0.699 0.812
O5 3.974 -0.698 -0.014

Here are the natural (NBO) charges for atoms 1 to 4, given in e: atom 1 (N): -0.882, atom 2 (C): 0.080, atom 3 (O): -0.815, atom 4 (H): 0.372

=====

Below is a molecular structure, CH12Ni2O9 in a non-equilibrium geometry, with properties calculated with the ωB97M-V functional and the def2-TZVPD basis.

The LUMO energy (alpha / beta) comes out at -8.8 / -12.0 eV. The calculation puts the largest force on an atom at 3.58 eV Å⁻¹. The HOMO-LUMO gap (alpha / beta) comes out at 7.2 / 4.0 eV. Its spin multiplicity is 5. The calculated total energy comes out at -3738.107725 hartree. The charge is +2. The energy above the lowest of the compared OMol25 structures with the same formula, charge and spin is 0.00 kcal per mole.

CARTESIAN COORDINATES (ANGSTROEM)
Ni1 13.658 -20.104 -13.439
Ni2 9.224 -13.729 -15.262
C1 10.955 -17.764 -14.235
O1 11.294 -18.739 -14.962
O2 10.042 -16.965 -14.477
O3 11.680 -17.709 -13.244
O4 11.768 -14.072 -17.338
H1 12.387 -14.802 -17.317
H2 12.267 -13.345 -17.710
O5 7.025 -14.834 -17.356
H3 6.816 -14.662 -18.274
H4 6.218 -15.195 -16.990
O6 10.633 -19.381 -19.104
H5 10.761 -19.178 -18.177
H6 10.222 -20.245 -19.105
O7 6.592 -18.759 -16.102
H7 6.195 -18.338 -16.865
H8 7.356 -18.219 -15.901
O8 9.807 -15.928 -10.062
H9 10.240 -16.405 -10.769
H10 9.198 -15.339 -10.508
O9 15.814 -18.668 -15.180
H11 15.413 -18.338 -15.984
H12 16.597 -18.130 -15.065

Here are the natural (NBO) charges for atoms 1 to 4, given in e: atom 1 (Ni): 0.993, atom 2 (Ni): 0.990, atom 3 (C): 0.794, atom 4 (O): -0.203

=====

Below is a molecular structure, CH13NO4 in a non-equilibrium geometry, with properties calculated with the ωB97M-V functional and the def2-TZVPD basis.

The LUMO energy comes out at 0.5 eV. The calculation puts the largest force on an atom at 6.28 eV Å⁻¹. The HOMO-LUMO gap comes out at 10.5 eV. The calculated total energy comes out at -401.546666 hartree. The charge is 0. The energy above the lowest of the compared OMol25 structures with the same formula, charge and spin is 46.35 kcal per mole.

CARTESIAN COORDINATES (ANGSTROEM)
H1 0.595 -0.128 0.782
O1 1.041 0.954 0.329
N1 -0.149 -0.874 1.569
H2 1.491 1.420 0.983
H3 -1.232 -0.660 1.289
H4 0.171 -0.602 2.426
C1 0.103 -2.257 1.382
H5 1.231 -2.403 1.351
H6 -0.397 -2.994 1.973
H7 -0.172 -2.480 0.324
O2 0.175 3.487 -1.265
H8 -0.142 2.645 -0.978
H9 0.966 3.534 -0.897
O3 0.209 0.556 -2.184
H10 0.913 1.264 -2.398
H11 0.489 0.450 -1.219
O4 -1.647 -0.762 -0.785
H12 -1.382 0.015 -1.272
H13 -2.262 -1.164 -1.409

Here are the natural (NBO) charges for atoms 1 to 4, given in e: atom 1 (H): 0.476, atom 2 (O): -1.147, atom 3 (N): -0.784, atom 4 (H): 0.462

=====

Below is 5 unconnected molecules or ions with the total composition CH13NO4 in a non-equilibrium geometry, with properties calculated with the ωB97M-V functional and the def2-TZVPD basis.

The LUMO energy comes out at 0.4 eV. The SMILES is CN.O.O.O.O. The calculation puts the largest force on an atom at 1.42 eV Å⁻¹. The HOMO-LUMO gap comes out at 10.7 eV. The calculated total energy comes out at -401.582206 hartree. The charge is 0. The energy above the lowest of the compared OMol25 structures with the same formula, charge and spin is 24.05 kcal per mole.

CARTESIAN COORDINATES (ANGSTROEM)
C1 -1.796 -0.653 2.074
N1 -0.765 0.230 2.681
H1 -1.587 -0.960 1.053
H2 -2.787 -0.190 2.161
H3 -1.882 -1.586 2.647
H4 -1.097 0.671 3.533
H5 -0.139 -0.479 3.065
O1 -1.441 -1.356 -1.955
H6 -1.068 -0.507 -1.693
H7 -0.651 -1.798 -2.283
O2 0.383 0.451 -0.074
H8 -0.473 0.880 -0.166
H9 0.612 0.582 0.857
O3 2.673 -0.995 -1.298
H10 3.202 -0.364 -1.801
H11 2.122 -0.408 -0.760
O4 1.663 1.828 -2.884
H12 0.792 2.189 -2.705
H13 2.240 2.464 -2.452

Here are the natural (NBO) charges for atoms 1 to 4, given in e: atom 1 (C): -0.430, atom 2 (N): -0.858, atom 3 (H): 0.215, atom 4 (H): 0.192

=====

Below is 6 unconnected molecules or ions with the total composition CH13O5S in a non-equilibrium geometry, with properties calculated with the ωB97M-V functional and the def2-TZVPD basis.

The LUMO energy comes out at 3.1 eV. The calculation puts the largest force on an atom at 1.42 eV Å⁻¹. The HOMO-LUMO gap comes out at 6.3 eV. The calculated total energy comes out at -820.320361 hartree. The charge is -1. The energy above the lowest of the compared OMol25 structures with the same formula, charge and spin is 31.39 kcal per mole.

CARTESIAN COORDINATES (ANGSTROEM)
C1 1.603 0.240 1.480
S1 1.295 1.804 0.662
H1 1.717 -0.602 0.790
H2 2.425 0.122 2.190
H3 0.671 -0.036 1.982
H4 1.315 1.020 -1.120
H5 1.651 -0.354 -1.586
O1 1.362 0.474 -1.979
H6 -0.173 -3.118 -1.089
H7 0.972 -2.140 -1.591
O2 0.190 -2.233 -1.048
H8 -0.850 -1.526 2.411
H9 -1.933 -1.937 1.404
O3 -1.435 -2.248 2.170
H10 -2.545 0.344 0.451
H11 -2.303 -0.460 -0.770
O4 -2.790 -0.512 0.070
H12 -0.715 2.333 -1.608
H13 -0.489 0.864 -1.663
O5 -1.167 1.533 -1.898

Here are the natural (NBO) charges for atoms 1 to 4, given in e: atom 1 (C): -0.735, atom 2 (S): -0.631, atom 3 (H): 0.173, atom 4 (H): 0.178

=====

Below is 6 unconnected molecules or ions with the total composition CH14N2O5 in a non-equilibrium geometry, with properties calculated with the ωB97M-V functional and the def2-TZVPD basis.

The LUMO energy comes out at 0.4 eV. The SMILES is [H]/N=C/N.O.O.O.O.O. The calculation puts the largest force on an atom at 10.38 eV Å⁻¹. The HOMO-LUMO gap comes out at 9.5 eV. The calculated total energy comes out at -532.136160 hartree. The charge is 0. The energy above the lowest of the compared OMol25 structures with the same formula, charge and spin is 53.75 kcal per mole.

CARTESIAN COORDINATES (ANGSTROEM)
H1 -1.235 -1.632 1.714
N1 -1.602 -1.909 0.834
C1 -1.938 -1.006 -0.001
N2 -1.956 -1.672 -1.246
H2 -2.139 0.087 -0.038
H3 -2.368 -0.926 -1.986
H4 -2.016 -2.777 -1.360
O1 0.673 1.979 1.864
H5 0.991 2.532 2.604
H6 0.752 1.050 2.134
O2 1.810 1.406 -0.578
H7 2.675 1.663 -0.254
H8 1.172 1.673 0.140
O3 1.072 -0.746 1.833
H9 1.560 -1.265 2.500
H10 1.344 -1.052 0.961
O4 -1.084 2.240 -2.313
H11 -0.360 2.199 -2.734
H12 -0.798 1.697 -1.575
O5 1.551 -1.236 -0.690
H13 0.818 -1.875 -0.740
H14 1.077 -0.430 -1.071

Here are the natural (NBO) charges for atoms 1 to 4, given in e: atom 1 (H): 0.357, atom 2 (N): -0.729, atom 3 (C): 0.256, atom 4 (N): -0.881

=====

Below is 6 unconnected molecules or ions with the total composition CH14N2O6 in a non-equilibrium geometry, with properties calculated with the ωB97M-V functional and the def2-TZVPD basis.

The LUMO energy comes out at 0.5 eV. The SMILES is NC(N)=O.O.O.O.O.O. The calculation puts the largest force on an atom at 3.06 eV Å⁻¹. The HOMO-LUMO gap comes out at 10.9 eV. The calculated total energy comes out at -607.495728 hartree. The charge is 0. The energy above the lowest of the compared OMol25 structures with the same formula, charge and spin is 0.28 kcal per mole.

CARTESIAN COORDINATES (ANGSTROEM)
N1 -0.061 -3.650 -0.453
C1 -0.306 -2.452 0.183
N2 -1.033 -1.657 -0.569
O1 0.259 -2.078 1.210
H1 0.714 -4.081 0.047
H2 0.041 -3.713 -1.440
H3 -1.651 -2.066 -1.233
H4 -1.036 -0.693 -0.230
O2 2.114 -0.138 -0.631
H5 2.322 -1.054 -0.395
H6 1.174 -0.154 -0.619
O3 -2.155 2.762 0.553
H7 -1.993 1.998 1.036
H8 -2.158 3.460 1.213
O4 -0.298 1.311 -1.151
H9 -0.969 1.710 -0.598
H10 -0.277 1.912 -1.906
O5 1.894 2.405 0.597
H11 2.511 1.709 0.396
H12 1.345 2.470 -0.195
O6 -0.514 0.803 1.312
H13 0.313 1.250 1.163
H14 -0.235 -0.052 1.708

Here are the natural (NBO) charges for atoms 1 to 4, given in e: atom 1 (N): -0.857, atom 2 (C): 0.772, atom 3 (N): -0.840, atom 4 (O): -0.697

=====

Below is 7 unconnected molecules or ions with the total composition CH14O7 in a non-equilibrium geometry, with properties calculated with the ωB97M-V functional and the def2-TZVPD basis.

The LUMO energy comes out at 0.5 eV. The SMILES is C=O.O.O.O.O.O.O. The calculation puts the largest force on an atom at 5.48 eV Å⁻¹. The HOMO-LUMO gap comes out at 10.7 eV. The calculated total energy comes out at -573.086121 hartree. The charge is 0. The energy above the lowest of the compared OMol25 structures with the same formula, charge and spin is 40.69 kcal per mole.

CARTESIAN COORDINATES (ANGSTROEM)
C1 -0.941 0.498 -1.330
O1 -0.516 1.437 -0.620
H1 -1.938 -0.004 -1.293
H2 -0.337 0.185 -2.150
O2 -2.335 -1.433 1.700
H3 -2.127 -0.524 1.871
H4 -1.849 -1.844 2.313
O3 4.587 2.975 -2.737
H5 4.560 3.206 -1.797
H6 5.083 3.603 -3.372
O4 -2.794 -2.964 -0.485
H7 -2.779 -3.818 0.065
H8 -2.529 -2.200 0.110
O5 5.692 -0.445 2.547
H9 5.713 -0.477 3.540
H10 6.562 0.182 2.421
O6 -3.970 -0.462 -1.740
H11 -4.655 -0.501 -1.019
H12 -3.755 -1.372 -1.964
O7 -0.193 0.668 2.081
H13 0.705 1.225 1.927
H14 -0.781 1.138 1.366

Here are the natural (NBO) charges for atoms 1 to 4, given in e: atom 1 (C): 0.283, atom 2 (O): -0.563, atom 3 (H): 0.167, atom 4 (H): 0.110

=====

Below is 6 unconnected molecules or ions with the total composition CH15NO5 in a non-equilibrium geometry, with properties calculated with the ωB97M-V functional and the def2-TZVPD basis.

The LUMO energy comes out at 0.4 eV. The SMILES is CN.O.O.O.O.O. The calculation puts the largest force on an atom at 4.95 eV Å⁻¹. The HOMO-LUMO gap comes out at 9.9 eV. The calculated total energy comes out at -477.998691 hartree. The charge is 0. The energy above the lowest of the compared OMol25 structures with the same formula, charge and spin is 42.98 kcal per mole.

CARTESIAN COORDINATES (ANGSTROEM)
C1 1.389 -1.866 0.200
N1 1.173 -0.955 -0.900
H1 1.917 -1.395 1.067
H2 0.463 -2.126 0.759
H3 2.005 -2.798 -0.107
H4 2.044 -0.953 -1.380
H5 0.965 -0.016 -0.611
O1 -1.469 0.590 2.840
H6 -0.608 0.824 3.137
H7 -1.322 -0.112 2.314
O2 1.700 1.051 2.180
H8 1.079 1.692 1.854
H9 2.125 1.595 2.893
O3 -1.989 0.633 -1.135
H10 -1.566 0.060 -0.493
H11 -1.809 0.214 -2.008
O4 -1.336 -1.619 -4.335
H12 -0.678 -2.273 -3.952
H13 -0.657 -1.239 -4.938
O5 -0.899 3.061 1.150
H14 -1.314 3.557 0.465
H15 -1.213 2.077 1.000

Here are the natural (NBO) charges for atoms 1 to 4, given in e: atom 1 (C): -0.425, atom 2 (N): -0.848, atom 3 (H): 0.184, atom 4 (H): 0.177

=====

Below is 7 unconnected molecules or ions with the total composition CH15NO6 in a non-equilibrium geometry, with properties calculated with the ωB97M-V functional and the def2-TZVPD basis.

The LUMO energy comes out at 0.4 eV. The SMILES is C=N.O.O.O.O.O.O. The calculation puts the largest force on an atom at 3.07 eV Å⁻¹. The HOMO-LUMO gap comes out at 10.5 eV. The calculated total energy comes out at -553.209893 hartree. The charge is 0. The energy above the lowest of the compared OMol25 structures with the same formula, charge and spin is 69.56 kcal per mole.

CARTESIAN COORDINATES (ANGSTROEM)
C1 -3.014 -2.078 4.548
N1 -3.590 -2.432 3.434
H1 -2.440 -1.135 4.505
H2 -3.035 -2.796 5.496
H3 -3.977 -3.408 3.386
O1 3.920 -3.231 -4.682
H4 4.423 -3.687 -4.008
H5 3.225 -2.843 -4.039
O2 1.653 2.311 -0.268
H6 1.649 1.636 -0.999
H7 2.558 2.128 0.129
O3 2.267 -0.139 0.699
H8 2.920 -0.783 1.110
H9 1.553 -0.638 0.290
O4 -1.719 4.852 -1.461
H10 -1.065 4.735 -0.798
H11 -1.382 5.667 -1.832
O5 -0.856 1.372 -0.640
H12 -1.587 1.058 -0.133
H13 -0.610 2.139 -0.106
O6 -0.126 -1.129 -1.302
H14 -0.990 -1.293 -1.689
H15 0.221 -0.306 -1.640

Here are the natural (NBO) charges for atoms 1 to 4, given in e: atom 1 (C): -0.066, atom 2 (N): -0.612, atom 3 (H): 0.182, atom 4 (H): 0.156

=====

Below is 7 unconnected molecules or ions with the total composition CH15O7 in a non-equilibrium geometry, with properties calculated with the ωB97M-V functional and the def2-TZVPD basis.

The LUMO energy comes out at 3.6 eV. The calculation puts the largest force on an atom at 5.15 eV Å⁻¹. The HOMO-LUMO gap comes out at 9.9 eV. The calculated total energy comes out at -573.775058 hartree. The charge is -1. The energy above the lowest of the compared OMol25 structures with the same formula, charge and spin is 56.21 kcal per mole.

CARTESIAN COORDINATES (ANGSTROEM)
C1 0.135 -0.842 1.777
O1 0.779 0.420 2.158
H1 -0.684 -1.078 2.307
H2 -0.229 -0.779 0.746
H3 0.867 -1.767 1.749
H4 -0.620 1.994 1.828
H5 -0.393 1.776 0.356
O2 -0.841 2.479 1.037
H6 -0.814 0.501 -2.215
H7 0.544 0.467 -1.751
O3 0.004 0.044 -2.633
H8 -2.268 -0.651 0.008
H9 -2.307 0.484 1.161
O4 -2.764 -0.336 0.894
H10 2.233 -0.165 0.304
H11 2.196 -0.100 -1.207
O5 2.605 -0.616 -0.455
H12 -0.751 -1.262 -2.128
H13 0.031 -2.377 -1.870
O6 -0.813 -2.088 -1.610
H14 1.146 0.756 1.306
H15 1.105 1.969 -1.166
O7 0.839 1.170 -0.598

Here are the natural (NBO) charges for atoms 1 to 4, given in e: atom 1 (C): -0.264, atom 2 (O): -0.775, atom 3 (H): 0.178, atom 4 (H): 0.194